DFT (wB97M-V/def2-TZVPD) results for 11 unconnected molecules or ions with the total composition C22H42BN6O32 in a non-equilibrium geometry.

Values from the calculation:
Total charge: -1
Gap between HOMO and LUMO, eV: 9.01
E_HOMO, eV: -7.775
Energy above the lowest of the compared OMol25 structures with the same formula, charge and spin, eV: 1.244
2S+1: 1

Atoms and positions in Å:
O  -2.62020  -2.04449  1.03527
C  -1.73481  -1.38585  0.49318
O  -0.55843  -1.83439  0.32068
B  0.32144  -0.76176  -0.28430
O  -0.60133  0.30146  -0.62149
C  -1.77385  0.09098  -0.09119
O  -2.67526  0.86044  -0.18796
O  1.11894  -1.16948  -1.43756
C  2.35474  -1.14129  -1.27988
O  3.23792  -1.44771  -2.08733
C  2.65122  -0.63009  0.10925
O  1.42045  -0.26819  0.65054
O  3.73088  -0.49624  0.69550
C  0.91843  1.84075  5.53954
N  0.51587  3.33395  5.61223
O  0.80475  4.07587  4.68774
O  0.02292  3.75046  6.63438
H  1.58621  1.71821  4.68680
H  0.04620  1.18929  5.59351
H  1.58652  1.54098  6.34694
C  -6.37410  -0.39148  4.28249
N  -6.11999  -1.35969  5.39330
O  -5.45994  -0.91575  6.28653
O  -6.65891  -2.51846  5.40886
H  -7.07741  -0.90880  3.62993
H  -5.54727  -0.35211  3.57334
H  -6.78919  0.52237  4.70756
C  4.47840  -0.30172  -7.15843
N  3.50051  -1.16430  -7.82354
O  2.57168  -1.66309  -7.13235
O  3.71926  -1.45743  -9.02465
H  4.07971  0.30756  -6.34729
H  4.90533  0.31766  -7.94721
H  5.24093  -1.03633  -6.89959
C  -3.43962  5.03365  2.25207
N  -4.13935  4.04379  3.14170
O  -5.32169  3.96147  3.02400
O  -3.51492  3.29724  3.88653
H  -2.78846  5.66428  2.85738
H  -4.15275  5.66830  1.72600
H  -2.86236  4.36213  1.61651
C  -7.24986  -3.13033  -1.10476
N  -8.30635  -4.03764  -0.67067
O  -8.38316  -4.40053  0.49550
O  -8.93348  -4.57301  -1.58685
H  -6.36610  -3.76822  -1.09282
H  -7.05878  -2.34357  -0.37497
H  -7.48622  -2.73498  -2.09265
C  2.92216  4.37593  -1.66347
N  3.96222  5.55006  -1.71945
O  5.13581  5.44657  -1.96685
O  3.50977  6.58812  -1.47447
H  2.86434  3.88492  -0.69204
H  3.29621  3.69257  -2.42584
H  1.91854  4.63732  -1.99890
C  -3.27800  -6.97802  -1.32144
O  -2.11675  -6.45846  -1.93252
C  -0.86709  -6.70842  -1.30389
O  -0.78954  -7.13398  -0.15856
O  0.22651  -6.21177  -2.02259
C  0.09280  -5.61662  -3.29453
H  -3.24691  -8.05635  -1.47744
H  -4.25556  -6.60630  -1.62855
H  -3.10385  -6.96309  -0.24554
H  -0.25425  -6.27806  -4.08835
H  1.06944  -5.29417  -3.65551
H  -0.60772  -4.78487  -3.36906
C  11.93274  6.36752  4.89535
O  11.27368  5.22347  4.26727
C  10.57504  5.37429  3.12399
O  10.44325  6.41246  2.46026
O  9.88902  4.16601  2.78254
C  9.00824  4.15351  1.66228
H  11.51199  7.35310  4.69609
H  12.99277  6.31547  4.64689
H  11.86965  6.16462  5.96444
H  9.39798  4.37998  0.66985
H  8.21137  4.87181  1.85500
H  8.58401  3.15422  1.56446
C  -6.23895  2.88886  -4.16036
O  -7.33598  3.79906  -4.36248
C  -8.45066  3.26834  -5.13439
O  -8.54068  2.08271  -5.43754
O  -9.36704  4.23046  -5.30650
C  -10.68224  3.91214  -5.71332
H  -5.65555  2.83874  -5.07972
H  -6.64611  1.92005  -3.87101
H  -5.72659  3.31977  -3.30018
H  -10.75687  3.40567  -6.67562
H  -11.21001  4.86583  -5.71850
H  -11.22121  3.30305  -4.98762
C  5.31305  -6.44863  0.77984
O  4.77321  -5.52772  1.70817
C  3.79601  -5.92881  2.55595
O  3.20180  -7.03347  2.58433
O  3.66896  -5.15174  3.64990
C  4.28794  -3.87279  3.75534
H  6.09181  -7.06115  1.23419
H  5.76442  -5.90984  -0.05327
H  4.55222  -7.05432  0.28750
H  5.27186  -3.71187  3.31477
H  4.46387  -3.78393  4.82738
H  3.66008  -3.01578  3.51162

DFT (wB97M-V/def2-TZVPD) results for 7 unconnected molecules or ions with the total composition C22H42Br4N4OS in a non-equilibrium geometry.

Values from the calculation:
Gap between HOMO and LUMO, eV: 9.14
E_HOMO, eV: -8.993
2S+1: 1

Atoms and positions in Å:
C  -18.99277  20.38643  -18.11834
C  -19.22517  20.35012  -19.73739
C  -18.02265  20.24846  -20.65604
C  -16.92187  21.20514  -20.44883
N  -16.05554  21.98539  -20.33758
H  -18.29023  21.16653  -17.82511
H  -18.53561  19.44549  -17.81216
H  -19.93257  20.40257  -17.56641
H  -19.81581  21.22233  -20.01754
H  -19.83808  19.46832  -19.92411
H  -18.34213  20.56554  -21.64876
H  -17.70583  19.20660  -20.60859
C  -14.24672  2.81295  -17.70030
C  -13.11030  3.07531  -18.67543
C  -13.55908  3.97624  -19.83312
C  -14.28955  5.15263  -19.38594
N  -14.83097  6.10188  -18.95301
H  -13.99654  1.98728  -17.03413
H  -15.25840  2.60438  -18.04829
H  -14.51120  3.68209  -17.09803
H  -12.57238  2.20867  -19.05972
H  -12.25426  3.47074  -18.12869
H  -14.20642  3.53201  -20.58924
H  -12.68831  4.32455  -20.38859
C  -19.13746  14.41247  -8.54127
C  -18.00055  14.88896  -9.47194
C  -18.51268  15.65558  -10.70142
C  -19.61998  15.06583  -11.41647
N  -20.52573  14.63381  -12.02368
H  -19.76579  13.62747  -8.96210
H  -19.88095  15.19929  -8.41384
H  -18.67537  14.08010  -7.61170
H  -17.38094  14.05213  -9.79429
H  -17.32919  15.49510  -8.86369
H  -17.74421  15.83068  -11.45434
H  -18.87512  16.61432  -10.33055
C  -24.00260  15.32888  -25.92385
C  -24.65481  16.59822  -25.29876
C  -23.64076  17.63274  -24.71170
C  -22.88861  18.26996  -25.73544
N  -22.27879  18.78842  -26.54725
H  -24.79470  14.80691  -26.46071
H  -23.64166  14.65936  -25.14310
H  -23.19543  15.72366  -26.54088
H  -25.43094  16.44005  -24.54996
H  -25.10210  17.02572  -26.19613
H  -22.86919  17.14320  -24.11745
H  -24.06985  18.42389  -24.09682
C  -18.74779  13.12975  -19.44969
S  -19.62502  13.01544  -21.12426
O  -19.08631  14.15424  -21.98361
C  -18.93595  11.39851  -21.62762
H  -17.91227  12.43054  -19.41658
H  -19.47425  12.77296  -18.71958
H  -18.46007  14.12137  -19.10035
H  -19.24846  10.57146  -20.99011
H  -17.86463  11.44197  -21.82378
H  -19.29782  11.23795  -22.64319
Br  -22.43663  4.05318  -18.43127
C  -24.01783  5.24700  -18.85537
C  -23.51092  6.60194  -19.29195
Br  -23.14938  7.70127  -17.72373
H  -24.71658  5.37382  -18.02846
H  -24.55046  4.72498  -19.65029
H  -24.21494  7.09172  -19.96468
H  -22.54965  6.56037  -19.80415
Br  -27.78737  5.25945  -26.68595
C  -25.89035  5.00324  -26.16646
C  -25.29227  6.39678  -25.81772
Br  -23.33918  6.16421  -25.44476
H  -25.35031  4.40787  -26.90266
H  -25.83558  4.37800  -25.27529
H  -25.71666  6.83176  -24.91285
H  -25.43359  7.10244  -26.63637

DFT (wB97M-V/def2-TZVPD) results for a molecular structure, C22H42Cl3N4O4ScSi in a non-equilibrium geometry.

Values from the calculation:
Gap between HOMO and LUMO, eV: 8.54
E_HOMO, eV: -8.425
Energy above the lowest of the compared OMol25 structures with the same formula, charge and spin, eV: 0.000
2S+1: 1

Atoms and positions in Å:
C  2.71261  -2.55884  -2.51777
C  2.17776  -1.70804  -3.63258
H  2.43515  -3.60656  -2.69689
H  2.32553  -2.23605  -1.54011
H  3.81542  -2.51189  -2.48157
C  2.06578  -2.13802  -4.90137
C  2.36325  -3.51946  -5.36227
H  1.78973  -1.43855  -5.69057
H  1.91524  -4.29218  -4.72471
H  3.44044  -3.72351  -5.42658
H  1.95551  -3.64010  -6.37120
Sc  0.65008  -0.17307  3.25740
Cl  2.38114  1.15660  4.21762
Cl  2.00789  -0.93798  1.40042
C  0.23595  2.67085  2.26605
O  -0.33798  1.58334  2.55661
N  -0.40968  3.68666  1.70301
C  -1.85214  3.57907  1.46556
C  0.30458  4.75883  1.01168
H  1.30197  2.81904  2.48949
H  -2.33032  3.12268  2.33956
H  -2.06466  2.97623  0.56701
H  -2.23411  4.59313  1.30792
H  1.26633  4.94015  1.51070
H  -0.31504  5.66369  1.04199
H  0.48863  4.49374  -0.04490
H  0.04137  -4.90669  3.57121
H  0.21098  -3.11938  1.13091
C  -1.02025  -4.83067  3.29775
C  -0.81348  -3.52503  1.18376
N  -1.26317  -3.59108  2.57409
H  -1.60408  -4.83257  4.22582
C  -1.38993  -2.45976  3.27346
O  -1.26500  -1.29777  2.78887
H  -1.48491  -2.88073  0.60609
H  -1.62441  -2.59705  4.33937
H  -1.30397  -5.67667  2.66456
H  -0.83046  -4.53409  0.76274
O  0.85018  -0.37930  -2.17313
C  1.77774  -0.28926  -3.25122
C  0.10504  0.28079  -5.09388
C  1.28799  0.57285  -4.40839
H  -0.49264  -0.59115  -4.80616
C  -0.28364  1.08152  -6.17732
H  2.70290  0.15876  -2.85558
C  2.09769  1.63817  -4.81780
H  -1.21902  0.86035  -6.70106
C  0.53771  2.13330  -6.59775
C  1.73900  2.40131  -5.93001
H  3.02273  1.80750  -4.26235
H  0.26059  2.72959  -7.46827
H  2.41737  3.18766  -6.26524
Si  -0.48022  0.48496  -1.61029
Cl  1.11824  -2.46210  4.29122
C  -2.03946  -0.01944  -2.49662
C  -0.11229  2.30429  -1.80309
C  -0.70200  -0.10340  0.11424
H  -2.10193  0.36453  -3.51943
H  -2.88872  0.37679  -1.92187
H  -2.12388  -1.11320  -2.52595
H  -0.56525  -1.18647  0.17078
H  -1.64586  0.16375  0.59669
H  0.12446  0.34784  0.67393
H  0.04907  2.55973  -2.86083
H  0.80091  2.57521  -1.25457
H  -0.94346  2.92634  -1.43844
C  -0.64506  1.12003  7.92837
N  -1.71192  0.87541  6.98407
C  -1.53841  0.48694  5.69317
N  -2.69959  0.31387  4.99380
O  -0.40314  0.32363  5.18148
H  0.33197  1.08262  7.43743
H  -0.67832  0.38429  8.73958
H  -0.78689  2.10300  8.38851
H  -2.66669  0.96932  7.30950
H  -2.66003  -0.10093  4.07144
H  -3.57689  0.32258  5.50187